[1]
{"formula": "C13H37NO9P2Si2", "method": "the ωB97M-V functional and the def2-TZVPD basis", "elements": ["H", "N", "C", "C", "Si", "C", "C", "O", "Si", "C", "C", "C", "H", "H", "H", "H", "H", "H", "H", "H", "H", "H", "H", "H", "H", "H", "H", "H", "H", "H", "C", "O", "P", "O", "O", "C", "O", "C", "H", "H", "H", "H", "H", "H", "H", "H", "H", "C", "O", "P", "O", "O", "C", "O", "C", "H", "H", "H", "H", "H", "H", "H", "H", "H"], "positions_angstrom": [[-3.48724, -0.93575, -0.00699], [-2.98331, -0.13657, -0.38803], [-3.05807, 0.85599, 0.40431], [-2.38363, 2.14042, 0.00757], [-0.67894, 1.69830, -0.71365], [0.44191, 3.22482, -0.76654], [1.80288, 2.91557, -0.12064], [2.26601, 1.66176, -0.60375], [3.17749, 0.69699, 0.39771], [2.45366, 0.47737, 2.11646], [4.95666, 1.27605, 0.60749], [3.19865, -1.00811, -0.37682], [-3.61664, 0.79297, 1.34305], [-2.99975, 2.60933, -0.76128], [-2.27355, 2.80258, 0.86649], [-0.10042, 0.73237, 0.24272], [-0.84842, 1.10564, -2.05077], [0.63592, 3.55473, -1.78813], [-0.00580, 4.07095, -0.24027], [1.66819, 2.93715, 0.96421], [2.49900, 3.70222, -0.42066], [2.29648, 1.42132, 2.63513], [1.51271, -0.06720, 2.03048], [3.15863, -0.14183, 2.67209], [5.61221, 0.47283, 0.26867], [5.18081, 1.44949, 1.66082], [5.21001, 2.18317, 0.05907], [3.26173, -1.73325, 0.43650], [4.05755, -1.16449, -1.02396], [2.24351, -1.15566, -0.88253], [4.06236, -0.80503, -3.88861], [4.38078, -1.63811, -5.02480], [4.50633, -3.20188, -4.78744], [5.34853, -3.47219, -3.61105], [5.24198, -3.50559, -6.18801], [6.63228, -3.20964, -6.30582], [3.35907, -4.27468, -4.94996], [3.76845, -5.64235, -5.08153], [3.63323, 0.11932, -4.26633], [3.35273, -1.28693, -3.22218], [4.97729, -0.57443, -3.34658], [7.12986, -3.26904, -5.33787], [6.76977, -2.21527, -6.73239], [7.06678, -3.94758, -6.97755], [4.49938, -5.90224, -4.31776], [4.17505, -5.81922, -6.07462], [2.87327, -6.24326, -4.94516], [-5.51283, 3.22298, 5.87582], [-6.02508, 1.87307, 5.86280], [-6.45344, 1.24122, 4.47089], [-7.29453, 2.18584, 3.72001], [-7.27180, 0.01361, 5.11164], [-8.57924, 0.25986, 5.62936], [-5.54921, 0.36925, 3.50922], [-6.23023, -0.42385, 2.53090], [-4.91944, 3.33528, 6.77909], [-4.89234, 3.43086, 5.00698], [-6.34958, 3.91710, 5.90016], [-9.05265, 1.09761, 5.11768], [-8.52694, 0.46090, 6.69984], [-9.16879, -0.63978, 5.46491], [-6.97971, 0.15725, 1.99597], [-6.69164, -1.29336, 2.99326], [-5.47792, -0.75891, 1.82040]], "forces_ev_per_a": [[-0.0111, -0.0392, -0.0760], [-0.0976, 0.0198, 0.3660], [-0.0143, -0.1581, -0.5485], [0.1125, -0.4429, 0.1464], [-0.1404, 0.1796, 0.1266], [0.3338, -0.1258, 0.0891], [-0.6799, 0.4098, -0.6223], [0.1884, 0.1364, 0.4293], [0.4839, -0.7063, 0.1533], [-0.1154, 0.1620, -0.5801], [-0.1594, 0.1031, 0.0332], [-0.1770, 0.4330, 0.3613], [0.1007, 0.1854, 0.0949], [0.0045, 0.2405, 0.0783], [-0.1106, 0.1580, -0.0726], [-0.0216, -0.0605, -0.0246], [0.1155, -0.0198, -0.0122], [-0.2005, -0.0771, -0.1070], [-0.0855, 0.0123, -0.0081], [0.2633, -0.1797, 0.0780], [0.2217, -0.0408, 0.2540], [-0.0322, -0.0543, 0.1968], [-0.0938, 0.0634, 0.1664], [0.0137, 0.0524, 0.1253], [0.0950, 0.0445, -0.0564], [0.0136, 0.0599, 0.0257], [-0.0064, 0.0019, -0.0677], [0.0155, -0.0936, -0.0305], [-0.1291, -0.0824, -0.2163], [0.1158, -0.2086, -0.2213], [0.0215, 0.2359, 0.0082], [-1.8971, -0.2398, 0.3756], [3.6053, -1.1562, -0.9782], [-0.4699, 0.1347, 0.3522], [-0.0306, -0.2577, 0.2096], [0.0797, 0.1062, -0.0965], [-1.1606, 1.4707, 0.0457], [-0.0956, -0.3373, 0.0514], [-0.0406, -0.0706, -0.1079], [-0.0093, -0.0071, 0.0084], [0.0263, -0.1325, 0.0225], [-0.0416, 0.0026, 0.0131], [-0.0231, 0.0170, 0.0306], [-0.0280, 0.0020, -0.0156], [0.0333, 0.0964, 0.0089], [0.0443, 0.1035, -0.0030], [-0.0308, 0.0657, 0.0241], [-0.0299, 0.1201, 0.1385], [1.8675, -0.0850, -0.7250], [-3.8285, -0.9633, 0.1603], [0.5173, 0.3108, -0.1665], [-0.0117, 0.0277, -0.3327], [-0.0658, -0.0112, 0.1542], [1.4608, 0.6941, 0.9674], [-0.0474, -0.2548, -0.4427], [0.0032, -0.0952, 0.0013], [-0.0070, -0.0076, -0.0247], [-0.0238, -0.0191, -0.0859], [0.0429, 0.0069, -0.0130], [0.0303, 0.0309, -0.0065], [0.0290, -0.0164, 0.0042], [-0.0021, 0.1305, 0.1308], [0.0020, 0.0713, 0.1434], [0.0768, 0.0537, 0.0669]], "nbo_charge": [0.3344, -0.6393, 0.1513, -0.9138, 1.1513, -0.8714, -0.0521, -0.8941, 1.8969, -1.1423, -1.1501, -1.1409, 0.1618, 0.2594, 0.2326, -0.1877, -0.1560, 0.2347, 0.2305, 0.1648, 0.1760, 0.2314, 0.2408, 0.2397, 0.2413, 0.2364, 0.2417, 0.2399, 0.2395, 0.2427, -0.2561, -0.7855, 2.5633, -1.1222, -0.8331, -0.2548, -0.8132, -0.2468, 0.1975, 0.1948, 0.1955, 0.2024, 0.1790, 0.1856, 0.2036, 0.1945, 0.1952, -0.2535, -0.7841, 2.5614, -1.1181, -0.8328, -0.2553, -0.8168, -0.2467, 0.1955, 0.1880, 0.2008, 0.2029, 0.1802, 0.1876, 0.2066, 0.1983, 0.1865], "total_charge": 0, "homo_ev": -9.9, "e_tot_ha": -2511.3104, "gap_ev": 10.52}

***

[2]
{"formula": "C7H11N", "method": "the ωB97M-V functional and the def2-TZVPD basis", "elements": ["C", "C", "N", "C", "C", "C", "C", "C", "H", "H", "H", "H", "H", "H", "H", "H", "H", "H", "H"], "positions_angstrom": [[0.54539, -1.70374, 1.25594], [0.76997, -1.97990, -0.33977], [0.10538, -0.61663, -0.44966], [0.24930, -0.11103, 0.86716], [-0.92698, 0.87258, 1.04225], [-1.01942, 1.47124, -0.37665], [0.25976, 1.85179, -1.12491], [-0.37107, 0.46737, -1.32486], [-0.34946, -2.19684, 1.63739], [1.51573, -1.95289, 1.69413], [1.92383, -1.91384, -0.64400], [0.22907, -2.77315, -0.84183], [1.26712, 0.22796, 0.87686], [-1.86720, 0.21609, 1.27742], [-0.76988, 1.59635, 1.86654], [-1.92246, 2.00135, -0.39947], [1.43481, 1.85105, -0.99869], [0.03685, 2.54175, -1.89777], [-1.11072, 0.15047, -2.12011]], "forces_ev_per_a": [[0.0713, 0.4502, -1.8001], [0.7375, 3.6627, 0.8504], [-1.5388, 0.0764, -2.0540], [1.1311, -3.2428, 0.0058], [0.0803, -1.6065, 1.0331], [2.6668, -1.4063, 2.7000], [1.5783, -1.1356, -1.0254], [-1.9680, -0.8919, -0.4966], [0.3767, -0.1797, 0.1196], [-0.5810, 0.2675, 0.9073], [-2.2704, -0.5036, 0.6389], [0.1186, -0.1433, 0.0041], [0.5308, 1.6636, 1.0163], [1.4745, 1.3404, -0.5082], [-0.1705, -0.3128, -0.5376], [-0.9734, 0.8584, -1.3306], [-2.7068, 0.0872, 0.9615], [-0.1988, 0.5487, -0.7996], [1.6418, 0.4673, 0.3152]], "nbo_charge": [-0.3818, -0.1851, -0.4769, -0.0421, -0.4068, -0.2388, -0.4729, -0.0463, 0.2087, 0.2016, 0.1587, 0.1974, 0.1551, 0.2086, 0.2181, 0.2296, 0.2389, 0.2177, 0.2162], "total_charge": 0, "relative_energy_kcal_mol": 110.6, "homo_ev": -7.4, "e_tot_ha": -327.9118, "gap_ev": 8.62}

***

[3]
{"formula": "C14H22CeN2OP2", "method": "the ωB97M-V functional and the def2-TZVPD basis", "elements": ["Ce", "C", "P", "C", "C", "C", "C", "C", "C", "C", "P", "C", "C", "H", "H", "H", "H", "H", "H", "H", "H", "H", "H", "H", "H", "H", "H", "H", "H", "O", "C", "C", "N", "C", "C", "N", "H", "H", "H", "H", "H", "H"], "positions_angstrom": [[1.20784, 1.00483, -1.03708], [-1.10843, 1.93620, 2.59718], [-1.41806, 1.39899, 0.79884], [-2.70933, 2.56322, 0.21452], [-2.16163, -0.26882, 0.89178], [-3.14288, -0.62210, 1.86912], [-3.49365, -1.96651, 2.03445], [-2.95606, -2.93946, 1.23607], [-1.93506, -2.62740, 0.33418], [-1.75924, -1.26227, -0.02478], [-0.81768, -0.92795, -1.54699], [-0.52658, -2.56927, -2.27242], [-2.28058, -0.19707, -2.44224], [-0.16194, 2.53509, 2.50486], [-0.88583, 1.02433, 3.21063], [-1.91969, 2.58285, 2.98587], [-3.31053, 2.25172, -0.67563], [-2.22928, 3.51149, -0.06183], [-3.30539, 2.72825, 1.11519], [-3.80309, 0.13124, 2.20476], [-4.28716, -2.25886, 2.72333], [-3.28377, -3.97621, 1.21933], [-1.52488, -3.43644, -0.27514], [-0.21682, -2.39442, -3.35102], [-1.48766, -3.12992, -2.31705], [0.24281, -3.17993, -1.74550], [-1.94601, 0.17901, -3.39029], [-2.68093, 0.61706, -1.79259], [-3.01793, -1.02518, -2.50534], [1.52315, 1.76523, -2.65774], [4.55246, 0.00715, -1.75020], [4.48998, 0.66071, -0.43152], [3.37403, 1.17666, 0.13559], [3.73776, 1.64595, 1.40798], [5.04794, 1.24103, 1.61656], [5.47562, 0.62511, 0.47818], [3.52015, -0.18934, -2.06795], [5.20822, -0.87056, -1.73246], [5.04836, 0.71462, -2.42155], [2.96012, 2.07268, 2.05160], [5.63610, 1.39497, 2.52383], [6.34553, 0.07330, 0.34550]], "forces_ev_per_a": [[0.9627, 2.5670, -2.5856], [0.9393, -0.2298, -1.0440], [0.0265, -0.0861, 0.0844], [0.0590, 0.2416, -0.2441], [-1.1750, -0.3699, 0.0202], [1.0248, -1.0002, -1.7388], [-1.1182, 0.7109, 0.2403], [1.5446, -0.8373, -0.4436], [-1.5991, 0.8680, -1.1445], [1.9616, -1.4966, 1.8866], [-1.3481, -0.2976, 0.2061], [0.0010, -0.2992, -1.4018], [0.3653, -0.4083, 0.9554], [-0.9235, -0.3568, 0.4655], [-0.4205, 0.9316, -0.4393], [0.4386, -0.6021, -0.1170], [0.4671, 0.0000, 1.0125], [-0.1141, -0.1320, 0.1985], [-0.4619, 0.1479, -0.4451], [-0.0921, 0.8321, 1.2732], [0.1223, 0.3358, -0.1632], [0.0113, 0.1750, 0.6381], [-0.1633, 0.3920, 0.2960], [-0.1589, -0.2921, 1.2515], [0.6713, 0.3388, 0.0416], [-0.5316, 0.5897, -0.3928], [-0.2677, 0.1798, -0.6042], [0.2838, -0.6683, -0.6910], [0.3072, 0.6689, -0.1996], [-0.7729, -1.6309, 3.1984], [0.5009, 0.6024, -0.1028], [-1.1127, -0.7553, 1.5394], [0.9460, 0.3343, -0.5767], [0.6682, -1.4434, -0.5080], [-1.3157, 1.1974, 1.4760], [0.6109, -0.3551, -0.5896], [0.5706, -0.2983, -0.4623], [-0.5744, -0.1056, -0.0150], [-0.3990, -0.1206, -0.3770], [0.8784, -0.0495, -0.1295], [-0.0169, -0.2402, -0.6312], [-0.7957, 0.9621, 0.2632]], "lowdin_charge": [1.1891, -0.2143, 0.8511, -0.2436, -0.3930, -0.0420, -0.0484, -0.0466, -0.0620, -0.4038, 0.7843, -0.2595, -0.1797, 0.0355, 0.0669, 0.0613, 0.0617, 0.0548, 0.0476, 0.1067, 0.1283, 0.1280, 0.0926, 0.0838, 0.0704, 0.0728, 0.0479, 0.0312, 0.0858, -0.4483, 0.0293, -0.3605, -0.1086, -0.0708, -0.0416, 0.1334, 0.0600, 0.1126, 0.1196, 0.1199, 0.1403, 0.2079], "total_charge": 2, "relative_energy_kcal_mol": 0.0, "homo_ev": -15.0, "e_tot_ha": -1888.7101, "gap_ev": 7.24}